Record 1
A structure of composition C30H27BrCrF4N4OPS2 at a distorted geometry. Source: the Open Molecules 2025 dataset; level of theory: ωB97M-V with the def2-TZVPD basis set.

```
71
Properties=species:S:1:pos:R:3:forces:R:3
H 0.500 -4.120 1.852 0.0 0.0 0.0
H -4.112 -0.642 -4.126 0.0 0.0 0.0
H -0.466 0.273 3.264 0.0 0.0 0.0
H 5.863 -0.142 0.062 0.0 0.0 0.0
H -0.833 -2.807 -0.009 0.0 -0.1 0.0
F -4.227 5.120 0.744 0.0 0.0 0.0
C -0.660 5.017 0.360 0.2 0.1 0.0
C 3.449 0.780 2.566 0.1 0.0 0.1
H 0.526 0.353 -4.784 0.0 0.0 0.0
H 2.810 -4.362 -0.156 0.0 0.0 0.0
C -2.164 0.247 1.941 0.1 -0.1 0.0
Br 1.335 3.124 0.083 0.1 0.0 -0.3
H 2.967 0.114 -5.290 0.0 0.0 0.0
Cr 1.306 0.588 0.367 0.3 -1.1 0.9
C 3.518 0.170 -3.217 0.1 0.0 -0.1
H -1.682 -0.566 5.201 0.0 0.0 0.0
C 0.043 -4.801 -0.149 0.0 0.0 0.1
C -2.771 3.287 0.645 -0.1 -0.1 0.1
C -1.515 0.051 3.158 0.0 0.0 0.0
C -0.463 3.654 0.380 0.2 -0.1 0.0
C -2.162 0.419 -0.946 0.1 0.1 -0.1
H 0.488 -5.431 -0.921 0.0 0.0 0.0
H -3.140 1.631 -3.966 0.0 0.0 0.0
H -0.179 0.530 -2.428 0.0 0.0 0.0
S 1.402 -2.524 -0.557 0.3 0.1 -0.1
C -2.701 -0.862 -1.052 0.1 -0.1 -0.1
H -4.093 -1.113 5.017 0.0 0.0 0.0
C -0.188 -3.385 -0.676 -0.1 -0.1 0.1
H -0.556 -3.318 -1.698 0.0 0.0 0.0
C -2.203 -0.431 4.263 0.0 0.0 0.0
N 4.105 0.914 3.719 -0.1 0.0 0.0
H -4.062 0.064 0.919 0.0 0.0 0.0
H -3.837 -2.231 -2.248 0.0 0.0 0.0
C 1.265 0.329 -3.994 0.0 0.0 -0.1
H 2.739 -3.268 1.245 0.0 0.0 0.0
C -2.322 1.308 -2.012 -0.1 0.0 0.1
C -3.399 -1.242 -2.192 0.1 0.0 0.0
C 2.145 -3.792 0.497 0.0 0.0 0.1
N 3.354 0.499 0.372 0.2 0.1 -0.1
F -3.846 2.511 0.730 0.1 -0.1 0.0
S 1.697 0.885 2.629 -0.2 0.2 -0.5
H 3.611 1.081 4.578 0.0 0.0 0.0
C 5.412 0.044 -0.904 0.0 0.0 -0.1
H -5.256 -0.802 2.852 0.0 0.0 0.0
C 0.865 0.435 -2.679 0.2 -0.1 0.2
C -4.204 -0.564 2.944 0.0 0.0 0.0
C 0.998 -4.641 1.032 0.0 0.0 0.0
H 1.365 -5.593 1.411 0.0 0.0 0.0
N 4.144 0.570 1.480 -0.3 0.0 -0.1
H 5.895 0.922 -1.343 0.0 0.0 0.0
F -2.141 6.824 0.479 0.0 0.0 0.0
N 1.730 0.414 -1.654 -0.1 0.2 -0.2
H -2.607 -1.564 -0.231 -0.1 0.1 0.0
P -1.215 0.920 0.537 -0.1 0.3 0.1
H -0.904 -5.254 0.142 0.0 0.0 0.0
H 4.580 0.077 -3.397 0.0 0.0 0.0
H -1.923 2.314 -1.952 0.0 0.0 0.0
C -3.521 -0.076 1.844 -0.1 0.0 0.0
C 3.947 0.277 -0.755 0.0 0.0 -0.1
O 1.116 -1.351 0.417 -0.4 0.4 0.0
C 3.050 0.277 -1.920 -0.1 0.0 0.1
H 5.597 -0.804 -1.566 0.0 0.0 0.0
C -3.013 0.926 -3.153 0.0 0.0 0.0
C -1.498 2.739 0.540 0.0 -0.1 0.0
C -1.938 5.525 0.499 -0.1 0.2 0.0
C -3.556 -0.350 -3.244 0.0 0.0 0.0
C 2.616 0.197 -4.269 0.1 0.0 -0.1
F 0.355 5.855 0.194 0.0 -0.1 0.0
C -2.999 4.652 0.637 -0.2 0.1 0.0
H 5.111 0.860 3.732 0.0 0.0 0.0
C -3.551 -0.739 4.158 0.0 0.0 0.0
```
Forces are in eV/Å.

Calculated values
E: -179835.57862 eV
Molar mass: 762.573 Da
Orbital gap (spin up / spin down): 6.681 / 7.364 eV
LUMO (spin up / spin down): -7.152 / -6.461 eV
Total charge: +2
Spin multiplicity: 2

***

Record 2
A structure of composition C48H63N2O4SeSi4V at a distorted geometry. Source: the Open Molecules 2025 dataset; level of theory: ωB97M-V with the def2-TZVPD basis set.

```
123
Properties=species:S:1:pos:R:3:forces:R:3
C -3.016 -0.444 5.833 0.1 0.0 0.0
H -1.622 2.626 2.177 -0.1 0.1 -0.1
C -0.999 1.797 2.502 0.2 0.0 0.0
O -0.676 1.974 3.885 -0.1 0.0 0.0
O 0.962 2.991 2.718 0.1 0.1 0.1
H 1.461 -6.073 1.442 0.0 0.0 0.1
H -0.140 -2.251 -5.302 0.1 0.0 0.0
H -3.486 4.971 -0.519 0.0 0.0 0.0
C -5.789 1.135 0.769 0.1 0.0 0.0
Se 2.591 -0.698 0.144 0.4 -0.1 0.4
C 1.705 -4.050 2.129 -0.1 0.1 -0.1
N 1.491 -3.236 1.044 0.1 0.0 0.1
C -0.447 4.371 4.075 -0.1 0.1 0.0
C -1.576 -1.586 3.763 0.0 0.0 0.2
C -3.091 0.882 -2.334 -0.2 0.1 0.2
C 1.957 -3.197 3.216 -0.1 0.2 0.0
C 0.389 2.020 1.859 -0.1 -0.1 -0.1
H 1.539 -2.785 -5.504 -0.1 0.0 0.0
H -0.381 1.691 -3.553 0.0 -0.1 -0.1
H -1.647 -5.651 -0.298 0.1 0.0 0.0
H 1.215 5.097 0.994 0.0 0.0 0.0
C -2.766 0.278 4.676 -0.1 0.0 0.0
H -2.695 1.181 -1.360 -0.1 0.0 -0.2
C -1.885 6.213 0.202 0.0 -0.1 0.0
C 1.610 -1.883 1.369 0.2 -0.1 -0.4
C 1.668 -5.422 2.284 0.0 -0.1 0.0
C -2.041 -0.283 3.625 0.1 0.0 -0.1
C -2.945 -1.151 -4.494 -0.1 -0.2 -0.2
C -3.169 0.770 1.694 0.1 -0.1 0.1
C -2.175 -4.431 -3.035 0.0 -0.1 -0.2
C 2.931 3.060 0.590 0.1 0.0 0.0
H -0.952 4.442 5.041 0.0 0.0 0.0
H -0.877 -4.395 0.687 0.0 -0.1 -0.1
C 0.250 3.029 3.958 -0.1 -0.1 -0.2
Si -1.825 -3.489 -1.442 0.1 0.0 0.0
H 5.303 3.209 -1.838 0.0 0.0 0.0
H -1.176 4.496 3.272 0.0 0.0 0.0
Si 1.148 -2.208 -3.141 0.1 0.2 0.1
H 2.546 -0.213 -2.578 0.0 0.0 -0.1
H 3.306 -1.215 -3.828 -0.1 0.0 0.0
C 3.215 2.789 -2.155 0.0 0.0 0.1
H -3.261 1.785 -2.933 0.0 0.0 0.0
C 0.662 -2.841 -4.847 -0.1 -0.1 -0.2
H 1.645 -4.470 -2.159 0.0 0.0 0.0
V 0.191 -0.118 0.186 0.6 -1.5 0.3
C 4.328 3.092 -1.378 -0.1 0.0 0.0
H 2.285 -5.520 5.630 0.0 0.0 0.0
C 0.183 5.065 0.668 0.0 0.0 0.0
H 1.338 -3.536 0.100 0.0 0.0 -0.1
Si -1.886 -0.246 -3.229 0.0 0.1 0.1
C -2.456 5.007 -0.183 0.1 0.0 0.0
C 2.048 -0.714 3.542 -0.1 -0.1 0.0
H 2.843 3.153 1.663 0.0 0.0 0.0
C 2.159 -3.705 4.486 0.0 -0.1 0.1
Si -0.597 -1.508 -1.732 -0.2 -0.4 -0.4
H 2.770 -3.226 -1.548 0.0 0.0 -0.1
O -1.091 -0.442 1.460 -0.7 0.4 0.6
H 0.997 1.094 1.939 -0.1 0.2 -0.2
H -3.482 2.646 2.719 0.0 0.0 0.0
H -2.150 2.893 -0.440 0.0 0.1 0.0
H -0.019 -5.096 -0.700 -0.1 0.0 0.0
H 0.619 2.584 6.014 0.0 0.0 0.0
C 4.177 3.228 -0.007 -0.1 0.0 0.0
C -3.903 1.897 2.058 -0.1 0.0 0.0
H 0.332 -3.883 -4.816 0.0 0.1 0.0
C -1.821 -2.313 4.927 0.0 0.1 0.0
C -2.543 -1.748 5.966 0.0 0.1 -0.1
C -5.064 0.008 0.406 0.0 0.0 0.0
C 1.193 2.749 5.100 0.1 0.0 0.2
H -3.181 -1.021 0.554 0.0 0.0 0.0
C -5.199 2.084 1.594 0.0 0.0 0.0
C -0.805 0.929 -4.217 0.1 0.2 -0.1
C -1.708 3.834 -0.141 -0.1 0.1 0.0
H -3.457 -3.012 0.406 0.0 -0.1 -0.1
H -2.354 -1.703 -5.231 -0.1 0.0 0.1
H -1.426 1.437 -4.965 0.1 0.0 0.1
H -2.463 7.129 0.167 0.0 0.0 0.0
H -4.155 -2.585 -1.167 0.1 -0.1 0.1
H 1.866 -7.009 3.718 0.0 0.0 0.0
N 1.911 -1.902 2.738 -0.1 0.0 0.1
H -3.628 -1.859 -4.017 0.0 0.1 0.0
H -3.580 0.014 6.638 0.0 0.0 0.0
C 2.352 -0.800 -3.479 0.1 0.2 0.0
H -3.137 1.293 4.599 0.0 -0.1 0.0
C 1.890 -5.937 3.566 0.0 0.1 0.0
H -1.263 -4.714 -3.564 0.0 0.0 0.1
C 0.390 2.529 0.376 0.0 0.0 0.0
H 1.118 2.357 -2.161 0.0 0.0 0.0
C 1.975 2.622 -1.559 0.1 0.0 0.0
C -3.519 -3.311 -0.645 -0.3 0.2 0.0
H -0.101 7.174 0.919 0.0 0.0 0.0
H -1.009 -2.020 2.951 0.0 0.0 0.0
H 2.617 -0.951 4.440 0.0 0.0 0.0
H 2.323 -3.052 5.334 0.0 0.0 0.0
H -3.552 -0.407 -5.026 0.1 -0.1 0.0
H -2.723 -5.347 -2.784 0.0 0.1 -0.1
H -4.056 0.394 -2.162 0.1 0.1 0.0
C -0.997 -4.768 -0.335 0.1 -0.1 0.2
O -0.263 1.534 -0.406 0.1 1.5 -0.1
H 5.038 3.448 0.614 0.0 0.0 0.0
H 0.018 0.434 -4.734 0.0 0.0 0.0
H -5.508 -0.739 -0.242 0.0 0.0 0.0
H 2.957 -3.882 -3.182 0.0 0.0 0.1
H -4.010 -4.290 -0.692 0.0 0.1 0.0
C 2.221 -3.579 -2.427 0.1 -0.2 0.1
H 1.872 3.591 5.249 0.0 -0.1 0.0
C -0.386 3.850 0.291 -0.1 -0.1 0.0
H 1.776 1.854 4.881 0.0 0.0 0.0
H -2.784 -3.847 -3.727 0.0 0.0 0.0
C 2.129 -5.096 4.645 0.0 0.0 -0.1
H -6.801 1.277 0.410 0.0 0.0 0.0
H -2.742 -2.312 6.870 0.0 0.0 0.0
H 1.978 -0.123 -4.251 0.0 0.0 0.0
H 1.073 -0.315 3.836 0.0 0.0 0.0
C -0.560 6.237 0.624 0.0 0.0 0.0
H -5.747 2.973 1.884 0.0 0.0 0.0
C 1.814 2.749 -0.181 -0.1 -0.1 0.0
C -1.777 0.453 2.281 0.2 -0.1 0.1
H 2.592 0.038 2.970 0.0 0.0 0.0
H -1.441 -3.326 5.013 0.0 0.0 0.0
C -3.762 -0.163 0.855 -0.1 0.0 0.0
H 3.314 2.664 -3.228 0.0 0.0 0.0
H 0.286 5.177 3.991 0.0 0.0 0.0
```
Forces are in eV/Å.

Calculated values
E: -184519.54556 eV
Energy above the lowest of the compared OMol25 structures with the same formula, charge and spin: 0.969 eV
Molar mass: 974.290 Da
Orbital gap (spin up / spin down): 5.574 / 7.260 eV
LUMO (spin up / spin down): 2.418 / 2.413 eV
Total charge: -1
Spin multiplicity: 4

***

Record 3
A cluster of 2 separate species, C5H14 in total at a distorted geometry. Source: the Open Molecules 2025 dataset; level of theory: ωB97M-V with the def2-TZVPD basis set.

```
19
Properties=species:S:1:pos:R:3:forces:R:3
H -0.571 -1.482 -1.365 -0.4 -0.2 -0.2
C -0.311 0.377 -2.511 0.4 -1.0 0.6
H 1.516 -0.651 -3.020 0.1 0.5 -0.5
H 1.222 0.091 1.947 -0.2 -0.7 0.3
C 0.519 0.452 2.712 1.1 1.1 -0.5
H 0.089 1.281 2.141 -0.5 0.0 0.3
H -0.748 0.009 -0.489 -0.1 -0.3 0.1
C -1.001 -0.485 -1.434 0.4 1.5 0.3
H -0.377 -1.490 2.817 -0.4 0.0 0.1
H -0.637 0.017 -3.491 0.0 0.5 -0.1
H -0.574 1.420 -2.341 -0.2 0.0 -0.3
H 1.764 1.110 -2.620 0.3 -0.1 0.0
H -2.086 -0.420 -1.527 -0.1 -0.5 0.0
H 1.169 0.921 3.459 -0.2 0.0 0.1
C 1.218 0.201 -2.386 -0.3 -1.3 -0.4
C -0.475 -0.524 3.319 0.1 0.1 -0.5
H 1.516 -0.251 -1.438 -0.1 0.9 0.4
H -1.481 -0.120 3.203 -0.1 -0.3 -0.1
H -0.308 -0.660 4.382 0.1 -0.1 0.2
```
Forces are in eV/Å.

Calculated values
E: -5410.06437 eV
Energy above the lowest of the compared OMol25 structures with the same formula, charge and spin: 0.445 eV
Molar mass: 74.167 Da
Orbital gap (spin up / spin down): 2.739 / 12.070 eV
LUMO (spin up / spin down): 4.226 / 4.269 eV
Total charge: -1
Spin multiplicity: 2

***

> spin multiplicity of number 1 (C30H27BrCrF4N4OPS2)?

2

***

> What is the formula in the third record?

C5H14